Record 1
DFT (ωB97M-V/def2-TZVPD) results for C24H23BF5MnN5S2 as an isolated structure.

The LUMO energy (alpha / beta) is 4.5 / 4.5 eV. As for the HOMO-LUMO gap (alpha / beta): 6.257 / 6.267 eV. The value obtained for the HOMO energy (alpha / beta) is -0.06488 / -0.06525 hartree. Its expectation value of S² is 0.802.

```
! RIJCOSX wB97M-V def2-TZVPD def2/J DEFGRID3
* xyz -2 2
Mn -0.110 0.347 0.325
C -0.393 1.592 -2.500
N -0.020 0.278 -1.935
C -0.939 -0.723 -2.500
C 1.370 0.017 -2.270
C 1.772 -0.138 -3.584
C 3.120 -0.170 -3.927
C 4.054 0.024 -2.918
C 3.662 0.140 -1.595
C 2.307 0.041 -1.215
N 1.803 0.030 0.056
C 2.524 -0.318 1.166
C 3.786 -0.952 1.202
C 4.430 -1.219 2.397
C 3.853 -0.890 3.617
C 2.570 -0.357 3.603
C 1.906 -0.111 2.416
N 0.514 0.319 2.419
C -0.293 -0.659 3.181
C 0.369 1.654 3.030
H -0.404 1.539 -3.598
H 0.316 2.349 -2.186
H -1.382 1.869 -2.136
H -1.013 -0.624 -3.591
H -1.925 -0.581 -2.068
H -0.597 -1.722 -2.249
H 1.016 -0.208 -4.357
H 3.425 -0.309 -4.956
H 5.109 0.095 -3.160
H 4.407 0.332 -0.837
H 4.242 -1.275 0.280
H 5.399 -1.706 2.368
H 4.364 -1.080 4.552
H 2.062 -0.149 4.538
H -0.048 -0.613 4.250
H -0.083 -1.657 2.807
H -1.350 -0.452 3.047
H 0.618 1.612 4.100
H -0.656 1.999 2.909
H 1.035 2.355 2.536
S 1.132 4.940 0.300
C 0.447 3.434 0.252
N -0.039 2.377 0.206
B 0.035 -4.332 0.384
C -0.302 -2.774 0.315
N -0.581 -1.653 0.275
H -0.058 -4.787 -0.743
H -0.763 -4.854 1.142
H 1.175 -4.434 0.801
F -7.388 1.002 -2.162
C -6.301 0.977 -1.364
C -5.992 2.055 -0.560
F -6.791 3.140 -0.576
C -4.872 2.021 0.251
F -4.651 3.110 1.002
C -4.000 0.928 0.315
S -2.623 0.907 1.384
C -4.362 -0.143 -0.509
F -3.639 -1.268 -0.505
C -5.476 -0.130 -1.330
F -5.775 -1.197 -2.094
*
```

=====

Record 2
DFT (ωB97M-V/def2-TZVPD) results for one molecule with the formula C6H10N2O at a distorted geometry.

The LUMO energy is -1.0 eV. As for the HOMO-LUMO gap: 7.048 eV. The value obtained for the HOMO energy is -0.29403 hartree.

```
! RIJCOSX wB97M-V def2-TZVPD def2/J DEFGRID3
* xyz 0 1
C 0.870 -1.877 -0.237
C 1.331 -0.608 -0.017
C -0.861 0.306 0.118
C 2.843 -0.408 -0.120
C -1.279 1.019 -1.206
C -1.494 0.995 1.357
N 0.514 0.435 0.075
N -1.205 -1.110 -0.024
O -2.316 -1.607 -0.282
H 0.798 -2.771 0.311
H 3.036 0.630 0.005
H 3.163 -0.745 -1.112
H 3.247 -1.184 0.620
H -1.470 2.019 -0.981
H -2.205 0.610 -1.489
H -0.392 0.851 -1.853
H -1.016 1.926 1.186
H -0.999 0.564 2.148
H -2.567 0.954 1.499
*
```